This record from OMol25 describes 2 unconnected molecules or ions with the total composition C19H43N3O5P in a non-equilibrium geometry. The level of theory is ωB97M-V/def2-TZVPD.

Geometry (Å):
C -5.780 3.137 -3.334
C -4.449 3.120 -4.210
C -3.303 2.653 -3.227
O -2.226 2.106 -4.023
C -1.793 0.849 -3.571
N -0.628 1.056 -2.668
C 0.438 0.298 -2.749
C 0.729 -0.913 -3.657
C 0.209 -2.241 -2.992
C -1.296 -2.202 -2.566
O -1.611 -3.337 -1.751
C -2.881 -3.870 -2.190
C 1.480 0.805 -1.732
P 2.391 2.156 -2.743
N 3.492 2.925 -1.885
C 0.678 1.614 -0.649
C 0.290 0.689 0.545
C 1.543 0.043 1.257
O 2.632 0.965 1.342
C 1.940 -1.363 0.678
N 3.366 -1.551 0.412
C -0.499 2.087 -1.605
H -6.194 2.110 -3.328
H -5.454 3.392 -2.300
H -6.476 3.904 -3.719
H -4.235 4.153 -4.551
H -4.533 2.460 -5.096
H -3.729 1.943 -2.484
H -2.907 3.544 -2.691
H -2.583 0.250 -3.068
H -1.498 0.274 -4.479
H 0.359 -0.753 -4.697
H 1.837 -1.013 -3.745
H 0.804 -2.399 -2.066
H 0.324 -3.076 -3.719
H -1.550 -1.302 -1.946
H -1.932 -2.185 -3.483
H -2.695 -4.473 -3.110
H -3.262 -4.484 -1.348
H -3.623 -3.078 -2.438
H 2.328 0.158 -1.440
H 1.436 3.087 -3.283
H 2.944 1.457 -3.873
H 3.450 2.531 -0.940
H 1.104 2.585 -0.305
H -0.465 -0.080 0.247
H -0.224 1.335 1.300
H 1.208 -0.134 2.313
H 2.274 1.720 1.821
H 1.412 -1.482 -0.305
H 1.599 -2.217 1.301
H 3.794 -0.755 -0.041
H 3.881 -1.859 1.225
H -1.429 1.937 -0.994
H -0.519 3.145 -1.926
C 1.739 -1.079 8.507
O 1.643 -0.113 7.470
C 2.766 -0.135 6.599
C 2.436 -0.834 5.292
O 2.212 -2.225 5.487
C 0.835 -2.562 5.473
H 0.774 -1.129 9.011
H 1.980 -2.070 8.115
H 2.498 -0.775 9.234
H 3.628 -0.604 7.083
H 3.025 0.907 6.386
H 3.293 -0.742 4.617
H 1.572 -0.365 4.807
H 0.440 -2.488 4.453
H 0.255 -1.919 6.139
H 0.735 -3.593 5.811

E_LUMO	-3.90	eV
strongest force on any atom	3.449	eV/A
charge	+1
energy	-44385.710	eV

Atom-resolved charges from Löwdin, all expressed in e: -0.098, -0.192, -0.214, -0.109, -0.143, 0.023, -0.170, -0.086, -0.108, -0.250, -0.192, -0.089, -0.270, 0.777, -0.280, -0.256, -0.094, -0.343, -0.038, -0.212, 0.015, -0.072, 0.077, 0.071, 0.076, 0.109, 0.111, 0.119, 0.125, 0.139, 0.149, 0.131, 0.130, 0.109, 0.138, 0.112, 0.122, 0.102, 0.101, 0.089, 0.119, 0.030, 0.021, -0.041, 0.144, 0.129, 0.130, 0.129, 0.103, 0.075, 0.131, 0.058, 0.077, 0.144, 0.137, -0.105, -0.191, -0.201, -0.211, -0.188, -0.108, 0.090, 0.084, 0.091, 0.129, 0.125, 0.123, 0.111, 0.079, 0.086, 0.093